Computed, not measured: C10H11ClN2OS in the gas phase at a distorted geometry, with ωB97M-V/def2-TZVPD.

Values from the calculation:
- Maximum force: 3.8 eV/Å
- Frontier orbital gap: 9.173 eV
- HOMO energy: -8.66 eV
- Spin multiplicity: 1
- SMILES: CCN1S[C@H](Cl)N(c2ccccc2)C1=O
- Net charge: 0
- Lowest unoccupied orbital energy: 0.52 eV
- DFT total energy: -1430.73514 hartree

Geometry (Å):
C -4.37759 -0.21201 -0.05770
C -3.50043 0.50406 -0.87254
C -3.87330 -0.80862 1.06929
C -2.15482 0.41002 -0.72515
C -2.48886 -0.77844 1.26634
C -1.61278 -0.25482 0.34074
C 0.66086 0.42576 0.47527
C 0.30402 -1.91644 0.45224
C 3.77532 0.31606 -0.96618
C 3.01019 0.85588 0.26850
N -0.23462 -0.61273 0.61081
N 1.98088 -0.03388 0.76296
O 0.31396 1.55335 0.19160
S 2.07706 -1.73249 1.03204
Cl 0.05368 -2.60149 -1.25046
H -5.38803 -0.30973 -0.25578
H -3.71661 1.09726 -1.80693
H -4.57787 -1.30892 1.79408
H -1.56652 0.80468 -1.43708
H -1.95715 -1.35531 2.15186
H -0.29965 -2.46291 1.18506
H 2.98615 -0.26749 -1.64704
H 4.28530 1.13438 -1.42956
H 4.45139 -0.31549 -0.55480
H 3.49708 1.10910 1.20735
H 2.52402 1.83558 -0.07652



Computed, not measured: a molecular structure, C10H11CrN3O6S, with ωB97M-V/def2-TZVPD.

Values from the calculation:
- Maximum force: 0.1 eV/Å
- Frontier orbital gap (spin up / spin down): 8.273 / 8.266 eV
- HOMO energy (spin up / spin down): -12.45 / -12.68 eV
- Spin multiplicity: 4
- ⟨S²⟩: 3.780
- Net charge: +1
- Lowest unoccupied orbital energy (spin up / spin down): -4.18 / -4.41 eV
- DFT total energy: -2446.01341 hartree

Geometry (Å):
Cr -0.15999 0.68972 -0.80408
O -0.98752 -1.82426 -4.00408
C -0.79677 -1.18788 -2.88154
O -0.25513 -0.08770 -2.80023
C -1.27866 -1.86487 -1.64816
C -1.91486 -3.07814 -1.50478
C -2.26825 -3.46583 -0.20965
C -1.98566 -2.65207 0.87749
C -1.34487 -1.44383 0.63974
N -1.01575 -1.10006 -0.59139
C -0.92849 -0.39259 1.66036
O -1.05569 -0.58963 2.83901
O -0.43757 0.68418 1.09236
H -0.64603 -1.30322 -4.75088
H -2.13104 -3.69977 -2.36166
H -2.76973 -4.41202 -0.05805
H -2.24831 -2.92653 1.88952
C 2.31025 2.89833 2.19555
N 2.24645 2.14575 0.95167
C 2.40994 0.84260 0.87521
N 2.81738 0.15973 1.93643
S 2.11083 -0.00531 -0.61347
H 2.06863 3.93459 1.98292
H 3.31438 2.86493 2.62098
H 1.58272 2.50963 2.91079
H 1.91378 2.61017 0.11964
H 2.99951 0.59971 2.82359
H 2.89796 -0.83963 1.86875
O 0.11617 2.66793 -1.08833
C -1.13655 2.77829 -1.27288
O -1.84192 1.73573 -1.21076
H -1.58520 3.75204 -1.48409



Computed, not measured: C10H11F3N2 in the gas phase at a distorted geometry, with ωB97M-V/def2-TZVPD.

Values from the calculation:
- Maximum force: 4.4 eV/Å
- Frontier orbital gap: 9.906 eV
- HOMO energy: -9.03 eV
- Spin multiplicity: 1
- SMILES: Cc1ccc([C@]2(C(F)(F)F)NN2C)cc1
- Net charge: 0
- Lowest unoccupied orbital energy: 0.87 eV
- DFT total energy: -796.66363 hartree

Geometry (Å):
C -1.53563 0.44512 -0.85211
C 0.37652 -0.21728 0.49572
C -2.32632 -0.36005 -0.09451
C -0.42041 -1.01758 1.29379
C -0.14510 0.41494 -0.58080
C -1.79127 -1.15297 0.92716
C 0.95178 1.14928 -1.58027
C -2.67460 -2.12722 1.70070
C 3.46509 1.59620 -1.47995
C 0.64763 2.52648 -2.01581
N 1.66900 0.33355 -2.53210
N 2.26671 0.79298 -1.37999
F 1.02257 3.50396 -1.19529
F 1.14516 2.78563 -3.24151
F -0.68892 2.75703 -2.19850
H -2.04507 0.88821 -1.68385
H 1.46338 -0.06498 0.48192
H -3.41645 -0.36251 -0.29151
H -0.03857 -1.61065 2.02905
H -2.29406 -2.26617 2.74973
H -3.73556 -1.87243 1.57017
H -2.50220 -3.18249 1.21267
H 4.43959 1.04021 -1.42454
H 3.30869 2.24608 -2.43059
H 3.41618 2.35067 -0.63642
H 1.35071 -0.61861 -2.58384



Computed, not measured: C10H11N in the gas phase at a distorted geometry, with ωB97M-V/def2-TZVPD.

Values from the calculation:
- Maximum force: 2.3 eV/Å
- Frontier orbital gap (spin up / spin down): 9.473 / 6.188 eV
- HOMO energy (spin up / spin down): -8.69 / -7.50 eV
- Spin multiplicity: 1
- Net charge: 0
- Lowest unoccupied orbital energy (spin up / spin down): 0.79 / -1.31 eV
- DFT total energy: -442.07557 hartree

Geometry (Å):
C -1.22160 -0.40135 0.42701
C 1.49051 2.44465 0.12645
C -2.67830 -0.19386 0.31463
C -3.69654 -0.32705 1.14195
C 2.97003 0.03955 0.09397
C 1.66257 0.10269 0.30920
C -2.53893 0.17334 -1.15941
C -1.02988 0.05515 -0.99711
C -0.55825 0.97569 0.12937
C 3.77136 -1.21138 0.16407
N 0.89569 1.29465 0.19651
H -4.71100 -0.14556 0.82939
H -3.54562 -0.62339 2.16632
H 3.51466 0.93726 -0.17144
H 1.05829 -0.75640 0.58344
H -2.96853 -0.57246 -1.82710
H -2.91038 1.16596 -1.42654
H -0.33893 -0.26215 -1.76213
H -1.12674 1.87628 0.33790
H 4.58804 -1.10070 0.87633
H 3.15767 -2.05916 0.45843
H 4.21588 -1.41178 -0.81124



Computed, not measured: 2 unconnected molecules or ions with the total composition C10H11N2S at a distorted geometry, with ωB97M-V/def2-TZVPD.

Values from the calculation:
- Maximum force: 1.6 eV/Å
- Frontier orbital gap (spin up / spin down): 4.953 / 4.954 eV
- HOMO energy (spin up / spin down): -11.85 / -11.85 eV
- Spin multiplicity: 1
- Net charge: +1
- Lowest unoccupied orbital energy (spin up / spin down): -6.90 / -6.90 eV
- DFT total energy: -895.02166 hartree

Geometry (Å):
C -3.36632 0.29933 -1.44972
C -2.22468 0.84368 -0.92100
C -4.12300 -0.55188 -0.62894
C -2.90776 -0.02922 1.23464
C -1.93180 0.70961 0.47055
C 2.91450 0.26047 0.94767
C 3.08014 -0.72615 0.00214
C -0.94458 1.41162 1.11126
C 2.40236 0.90283 -1.31468
C 3.55388 -2.10614 0.24372
N -3.89581 -0.63476 0.66524
N 2.77537 -0.31437 -1.25536
S 2.37444 1.71881 0.23414
H -3.60915 0.40433 -2.49413
H -1.50476 1.33726 -1.55638
H -4.89646 -1.18962 -1.03218
H -2.86960 -0.02764 2.31431
H 3.09494 0.20567 2.00213
H -0.72055 1.23277 2.15025
H 2.15382 1.40455 -2.22722
H 3.35753 -2.41331 1.26763
H 4.63005 -2.15956 0.07205
H 3.08114 -2.79397 -0.45512
H -0.42370 2.21567 0.61899



Computed, not measured: a molecular structure, C10H11N4O at a distorted geometry, with ωB97M-V/def2-TZVPD.

Values from the calculation:
- Maximum force: 4.6 eV/Å
- Frontier orbital gap (spin up / spin down): 7.902 / 7.903 eV
- HOMO energy (spin up / spin down): -12.83 / -12.83 eV
- Spin multiplicity: 1
- Net charge: +1
- Lowest unoccupied orbital energy (spin up / spin down): -4.93 / -4.93 eV
- DFT total energy: -681.47587 hartree

Geometry (Å):
C 2.51050 -1.83172 -1.87100
C 1.57970 -1.30652 -2.77344
C 2.38145 -1.57179 -0.53456
C 0.59588 -0.37721 -2.44470
C 1.23323 -0.84431 -0.10026
C 0.42200 -0.16878 -1.05815
C -1.33430 0.08072 1.31135
C -2.54908 2.28027 0.67583
C 0.93573 -1.08636 1.39499
C 0.03233 -0.07185 2.10173
N -1.29375 0.95420 0.16411
N -2.83240 1.73814 1.71310
N -0.49039 0.80485 -0.80027
N -2.69370 3.33965 -0.00216
O -2.32777 0.57720 2.23586
H 3.40854 -2.24369 -2.19546
H 1.55240 -1.64065 -3.70559
H 2.86392 -2.19123 0.22494
H -0.13504 -0.02933 -3.18713
H -1.73287 -0.92021 1.04932
H 0.49637 -2.15729 1.59360
H 1.98301 -1.24531 1.88706
H 0.50903 0.92645 1.96280
H -0.21509 -0.26738 3.08822
H -2.98569 3.21772 -0.89692
H -1.91401 4.03442 0.16676